ORCA calculation (wB97M-V/def2-TZVPD) on a molecular structure, C29H38BrCsN4O2S4Se.

For the energy above the lowest of the compared OMol25 structures with the same formula, charge and spin, the calculation gives 0.233 eV. The calculation puts the total energy at -8085.6863 Eh.

Structure (XYZ):
```
80
Properties=species:S:1:pos:R:3:forces:R:3:mulliken_charge:R:1
Cs -1.11892 -0.87666 -0.53210 0.2638 -0.2669 -0.2041 1.05
C 2.20524 0.77867 -4.07187 0.0153 -0.0020 0.0420 0.41
C 2.01450 -0.55591 -4.77775 -0.0057 -0.0026 -0.0026 -1.13
S 0.66857 -1.56474 -4.10399 -0.0927 0.0353 -0.0106 0.05
C -0.67738 -1.08456 -5.22206 0.0247 -0.0029 -0.0183 -1.00
C -1.05501 0.39360 -5.25650 -0.0412 0.0449 0.0405 -0.65
S -1.75759 0.92571 -3.67187 -0.0175 -0.0615 0.0725 0.04
C -1.26316 2.67103 -3.57457 -0.0568 -0.0051 0.0550 -1.05
C -1.06040 3.10838 -2.12463 0.0158 -0.0265 0.0104 0.11
S 0.33525 2.34302 -1.26981 -0.0422 0.0042 0.0286 -0.04
C 1.74998 3.10119 -2.10657 0.0014 -0.0169 0.0265 -0.85
C 3.02065 2.27935 -1.91004 -0.0298 -0.0358 0.0001 -1.03
S 2.91719 0.54166 -2.42748 -0.0048 -0.0014 -0.0043 0.18
H 1.23805 1.26464 -3.95318 0.0028 0.0006 0.0080 -0.88
H 2.86981 1.42246 -4.65471 -0.0099 -0.0005 -0.0227 0.45
H 2.92690 -1.15226 -4.72448 0.0044 0.0069 0.0045 0.50
H 1.80499 -0.38949 -5.83648 0.0207 -0.0122 0.0005 0.52
H -1.53065 -1.68400 -4.89788 -0.0039 -0.0004 -0.0122 0.39
H -0.42188 -1.41404 -6.23141 -0.0036 0.0009 0.0010 0.43
H -1.78577 0.54240 -6.05371 0.0115 0.0014 -0.0022 0.51
H -0.18765 1.01065 -5.49551 0.0105 -0.0055 0.0006 0.22
H -2.04686 3.28982 -4.01477 0.0249 0.0047 -0.0234 0.56
H -0.35931 2.81070 -4.17152 0.0144 -0.0056 -0.0017 0.47
H -1.91126 2.80439 -1.50438 0.0191 0.0020 0.0036 -0.51
H -0.96457 4.19481 -2.07837 -0.0075 0.0022 -0.0106 0.55
H 1.91947 4.10225 -1.70481 0.0115 -0.0010 -0.0074 0.52
H 1.53469 3.21171 -3.16927 -0.0026 0.0056 -0.0073 0.37
H 3.28415 2.24113 -0.85163 0.0119 -0.0071 -0.0027 0.39
H 3.84671 2.75863 -2.43842 -0.0076 0.0253 0.0029 0.43
O -5.95332 0.97538 2.48642 0.1107 -0.0190 0.0034 -0.71
C -5.94899 1.87554 1.46229 0.0034 -0.0204 0.0173 0.57
C -7.06684 2.69022 1.32004 0.0418 -0.0134 0.0055 -0.70
C -7.12032 3.61830 0.29401 -0.0257 0.0249 -0.0227 -0.28
C -6.05878 3.74282 -0.59201 -0.0285 -0.0008 0.0231 -0.88
C -4.95254 2.91987 -0.44323 0.0462 -0.0170 -0.0041 -0.21
C -4.87400 1.97649 0.57144 -0.0519 0.0342 0.0017 0.17
C -3.67020 1.03219 0.62101 0.2258 -0.0751 0.0215 -0.21
O -2.68188 1.33325 -0.22001 -0.1466 0.1054 0.0450 -0.56
N -3.20159 0.99233 2.06383 -0.0138 0.0008 -0.0199 -0.23
N -2.39306 -0.07578 2.32677 -0.1332 0.0435 0.0513 -0.38
C -1.58309 0.01797 3.30137 0.0295 0.1578 0.1132 -0.59
C -0.73368 -1.07117 3.77808 -0.0525 -0.0698 -0.0589 0.43
Br -0.82956 -2.71656 2.83873 -0.0519 0.1309 -0.0292 -0.03
C 0.09185 -0.89561 4.81157 0.0822 -0.0096 -0.0047 -0.65
C 1.03842 -1.85650 5.40760 -0.1102 -0.0212 0.0105 0.35
C 2.35723 -1.46520 5.62816 0.0308 0.0149 0.0559 -0.40
C 3.27168 -2.34535 6.18707 0.0041 0.0309 -0.0123 -0.52
C 2.87194 -3.62311 6.54955 -0.0009 -0.0301 0.0088 -0.43
C 1.55323 -4.01214 6.35876 0.0232 -0.0119 0.0067 -0.68
C 0.64147 -3.13542 5.79383 0.0206 -0.0053 -0.0618 -0.26
H -5.02284 0.71604 2.63393 -0.0790 0.0172 -0.0230 0.47
H -7.87867 2.58135 2.02733 -0.0041 -0.0007 0.0060 0.42
H -7.99576 4.24760 0.18931 0.0028 0.0016 -0.0016 0.36
H -6.09757 4.46761 -1.39497 0.0000 0.0025 -0.0037 0.40
H -4.11634 2.97155 -1.12808 -0.0046 -0.0054 0.0065 0.20
H -4.06933 -0.00813 0.52112 -0.0222 0.0570 -0.1051 0.21
H -2.76402 1.88533 2.29754 -0.0463 -0.0181 0.0324 0.27
H -1.49600 0.94230 3.88180 -0.0241 -0.0079 -0.0130 0.27
H 0.08645 0.09826 5.25225 0.0333 0.0247 -0.0537 0.36
H 2.66670 -0.46217 5.35743 -0.0007 0.0060 -0.0109 0.42
H 4.29514 -2.03064 6.34655 0.0007 0.0025 0.0016 0.40
H 3.58272 -4.31012 6.98972 0.0018 -0.0035 0.0001 0.40
H 1.23218 -5.00268 6.65336 0.0003 -0.0020 0.0030 0.39
H -0.38668 -3.43777 5.64857 0.0087 -0.0115 0.0229 0.54
C 3.73164 -3.24535 -2.54307 -0.0009 0.0029 -0.0075 -0.78
N 3.83102 -2.67133 -1.21678 -0.0375 -0.0084 -0.0688 0.29
C 4.87026 -1.89818 -0.74658 0.0201 0.0522 0.1083 -0.52
C 4.58789 -1.59918 0.53750 0.0818 0.0114 -0.0733 -0.43
N 3.38040 -2.19667 0.83813 -0.0539 -0.0253 -0.0205 0.36
C 2.72221 -2.15240 2.12928 -0.0130 -0.0038 0.0087 -0.90
C 2.90625 -2.85506 -0.24598 -0.0168 -0.0572 0.0468 -0.11
Se 1.36145 -3.84548 -0.38202 0.0253 0.0248 0.0043 -0.36
H 4.52893 -2.82960 -3.15526 -0.0055 0.0031 -0.0088 0.30
H 2.75869 -3.01199 -2.97291 0.0068 -0.0099 0.0125 0.09
H 3.82602 -4.32942 -2.49164 0.0022 0.0021 -0.0019 0.37
H 5.70076 -1.61693 -1.36732 0.0035 -0.0021 -0.0071 0.42
H 5.13333 -1.02069 1.26059 0.0008 0.0008 0.0038 0.44
H 3.46708 -1.93190 2.88999 -0.0132 0.0081 0.0236 0.21
H 2.26132 -3.11716 2.32986 0.0010 0.0082 -0.0008 0.38
H 1.94309 -1.38934 2.14489 0.0024 0.0008 0.0024 0.32
```
Positions in Å, forces in eV/Å.